105
Properties=species:S:1:pos:R:3:forces:R:3 method="wB97M-V/def2-TZVPD" relative_energy_ev=0.105 orbital_gap_ev=4.97 e_tot_ha=-5732.89601 e_lumo_ha=0.07913 charge=-1
Be -0.1877 1.1979 1.2535 0.522 -0.325 0.499
C -2.5401 5.7938 3.3410 -0.063 -0.115 -0.010
C -3.1972 4.4580 3.6817 0.110 0.044 0.063
N -3.5332 3.6575 2.5160 0.081 -0.059 -0.279
C -4.8296 3.8786 1.8805 -0.065 0.046 -0.138
C -4.7869 4.8675 0.7152 0.068 -0.082 0.121
C -2.6293 2.8285 1.9282 0.192 0.318 0.426
S -1.0895 2.6382 2.6595 -0.108 0.003 -0.190
N -3.0760 2.2318 0.8204 -0.309 -0.263 -0.235
C -2.3476 1.5242 -0.0303 0.218 0.305 0.359
O -1.0908 1.3717 -0.0456 -0.353 0.124 -0.276
C -3.1203 0.8226 -1.0851 -0.181 -0.233 -0.343
C -2.5119 -0.2098 -1.7972 0.105 0.123 0.196
C -3.2353 -0.9246 -2.7380 -0.093 -0.092 -0.090
C -4.5609 -0.6044 -2.9938 0.104 0.029 0.076
C -5.1662 0.4365 -2.2982 -0.079 -0.038 -0.092
C -4.4538 1.1408 -1.3457 0.095 0.099 0.083
H -2.2722 6.3193 4.2590 0.016 0.011 -0.008
H -3.2088 6.4317 2.7631 0.013 0.019 -0.001
H -1.6326 5.6158 2.7646 0.008 0.041 0.003
H -4.1162 4.6183 4.2490 -0.012 -0.022 -0.018
H -2.5141 3.8764 4.2976 -0.063 -0.013 0.064
H -5.5153 4.2314 2.6529 0.022 -0.015 0.024
H -5.1876 2.9187 1.5151 -0.028 -0.009 0.052
H -4.6031 5.8852 1.0590 0.009 0.011 -0.027
H -5.7339 4.8532 0.1730 -0.008 0.017 0.010
H -3.9910 4.5795 0.0295 -0.036 0.021 -0.051
H -1.4623 -0.4225 -1.6102 0.002 -0.043 -0.049
H -2.7597 -1.7290 -3.2828 0.048 -0.011 0.011
H -5.1153 -1.1590 -3.7403 -0.023 0.005 0.005
H -6.1967 0.6976 -2.5059 0.003 0.011 0.011
H -4.9088 1.9559 -0.7999 -0.019 -0.027 0.022
C 0.5546 -3.9691 3.6709 -0.100 -0.001 0.042
C -0.7815 -3.3078 4.0074 0.213 -0.011 0.008
N -1.2331 -2.3737 2.9856 -0.130 0.069 0.056
C -2.2837 -2.8421 2.0884 0.064 -0.106 -0.106
C -1.8609 -3.9644 1.1473 -0.012 0.119 0.067
C -0.6641 -1.1427 2.8560 0.055 -0.116 -0.028
C 0.0786 -0.5801 4.0343 -0.049 0.079 -0.032
N -0.7517 -0.4250 1.7905 -0.011 0.293 -0.263
H 0.8533 -4.6344 4.4834 0.026 -0.009 -0.017
H 1.3350 -3.2200 3.5376 0.018 -0.011 -0.012
H 0.4915 -4.5462 2.7491 0.014 0.018 -0.009
H -0.6993 -2.7979 4.9680 -0.063 -0.011 0.014
H -1.5530 -4.0716 4.1160 -0.048 0.037 0.004
H -2.6529 -1.9979 1.5091 -0.038 0.046 0.054
H -3.1183 -3.1768 2.7135 0.006 0.003 0.007
H -1.0064 -3.6615 0.5447 0.018 -0.050 -0.016
H -2.6839 -4.2125 0.4757 0.003 -0.014 -0.005
H -1.5945 -4.8640 1.7045 0.021 -0.012 -0.029
H -0.4895 -0.7086 4.9553 -0.011 -0.016 -0.005
H 0.2340 0.4791 3.8581 0.065 0.003 0.013
H 1.0574 -1.0441 4.1519 -0.008 -0.039 -0.006
H -1.1927 -0.8856 1.0010 0.067 -0.129 0.012
C 1.6475 -3.6009 -0.1737 0.001 0.098 -0.009
Si 1.3227 -2.9359 -1.9397 0.199 -0.467 -0.036
C 2.3710 -4.1103 -3.0260 0.023 0.203 -0.022
C -0.4584 -3.5091 -2.3233 -0.037 0.299 -0.044
Si 1.6768 -0.6443 -1.8385 -0.446 0.050 0.284
Si 4.0028 -0.5367 -1.7154 0.416 -0.003 -0.176
C 4.6018 1.1538 -1.1004 -0.179 0.013 0.005
C 4.7427 -1.7936 -0.4918 -0.217 -0.027 0.047
C 4.9892 -0.8400 -3.3244 -0.162 -0.017 0.002
Si 1.2574 0.4784 -3.8393 0.323 0.063 -0.498
C -0.5384 0.9414 -4.2624 -0.046 -0.161 0.295
C 1.9123 -0.2737 -5.4686 -0.018 -0.028 0.103
C 2.1017 2.1792 -3.6987 -0.016 -0.074 0.098
H 1.2953 -4.6297 -0.0389 -0.030 -0.013 -0.049
H 1.1630 -2.9616 0.5718 0.002 -0.019 0.002
H 2.7180 -3.5853 0.0421 -0.019 0.002 0.009
H 2.1287 -5.1657 -2.8624 -0.042 0.011 0.049
H 3.4337 -3.9687 -2.8088 0.001 -0.014 -0.022
H 2.2256 -3.8887 -4.0871 0.008 0.004 0.001
H -0.5699 -4.5894 -2.1932 0.073 -0.023 0.021
H -0.7211 -3.2679 -3.3579 -0.015 -0.005 -0.004
H -1.1880 -3.0157 -1.6751 -0.026 0.019 -0.039
H 4.2656 1.3205 -0.0750 0.002 0.016 -0.015
H 4.1860 1.9602 -1.7079 0.018 0.008 -0.001
H 5.6924 1.2401 -1.1233 0.020 -0.080 -0.009
H 4.2031 -1.7600 0.4586 0.031 -0.021 0.001
H 5.7957 -1.5817 -0.2873 0.015 0.066 -0.066
H 4.6710 -2.8133 -0.8806 0.017 0.008 0.002
H 4.8200 -0.0248 -4.0338 0.013 -0.008 -0.002
H 4.6595 -1.7647 -3.8063 0.009 0.007 -0.005
H 6.0673 -0.9134 -3.1481 -0.004 0.037 0.081
H -1.1469 0.0690 -4.5144 -0.005 0.009 -0.006
H -0.5636 1.6295 -5.1118 0.085 -0.016 -0.038
H -1.0130 1.4381 -3.4118 -0.022 0.013 -0.039
H 1.4232 -1.2320 -5.6673 -0.001 -0.001 -0.004
H 2.9842 -0.4673 -5.3923 -0.013 -0.017 -0.008
H 1.7429 0.3787 -6.3323 -0.036 0.036 0.029
H 1.8451 2.6377 -2.7393 0.035 0.019 -0.011
H 1.7850 2.8588 -4.4956 -0.029 -0.048 -0.046
H 3.1895 2.0908 -3.7438 0.003 -0.002 0.006
Br 5.8414 1.9477 3.4749 -0.062 -0.010 -0.081
C 4.1372 1.7296 2.6302 0.067 0.027 0.077
C 3.6350 0.4559 2.4343 -0.007 -0.033 0.002
C 2.3723 0.3211 1.8700 -0.025 -0.027 -0.108
C 1.5648 1.4080 1.5028 -0.170 0.081 0.251
C 2.1585 2.6645 1.6848 -0.053 -0.008 -0.067
C 3.4241 2.8446 2.2360 0.054 0.002 -0.053
H 4.2205 -0.4120 2.7121 0.006 0.009 -0.007
H 2.0042 -0.6872 1.6916 0.007 -0.003 0.038
H 1.6118 3.5569 1.3912 -0.026 0.007 0.079
H 3.8438 3.8346 2.3611 -0.002 -0.002 0.015